No. 1
The following is a DFT calculation (ωB97M-V/def2-TZVPD) of a structure of composition C3H7FS in a non-equilibrium geometry.

For the lowest unoccupied orbital energy, the calculation gives -0.104 eV. For the gap between HOMO and LUMO, the calculation gives 8.7 eV.

CARTESIAN COORDINATES (ANGSTROEM)
C: 1.67 -0.83 -0.82
C: -0.16 -0.26 0.92
C: -1.48 -0.69 -0.06
H: 3.27 -1.22 -0.95
H: 0.83 -1.97 0.06
H: 1.34 -0.70 -2.14
H: -0.80 0.10 1.90
H: 0.52 -1.06 0.94
H: -1.93 -1.62 0.39
H: -1.08 -1.01 -1.11
F: -2.05 0.57 -0.07
S: 1.01 0.81 0.08

***

No. 2
The following is a DFT calculation (ωB97M-V/def2-TZVPD) of the molecule C2H6N2O in a non-equilibrium geometry.

For the lowest unoccupied orbital energy, the calculation gives 0.758 eV. For the gap between HOMO and LUMO, the calculation gives 10.0 eV. The SMILES is CN(N)C=O.

CARTESIAN COORDINATES (ANGSTROEM)
C: 1.06 -0.61 0.01
C: -1.38 -0.54 -0.10
H: 1.83 -0.31 -0.75
H: 1.46 -0.43 0.99
H: 0.87 -1.70 -0.08
H: 0.44 1.86 -0.72
H: -0.18 1.83 0.97
H: -1.25 -1.67 -0.07
N: -0.20 0.09 -0.18
N: -0.22 1.46 -0.08
O: -2.44 0.00 -0.01

***

No. 3
The following is a DFT calculation (ωB97M-V/def2-TZVPD) of the ion C2H6N3S with charge +1 in a non-equilibrium geometry.

For the lowest unoccupied orbital energy, the calculation gives -4.912 eV. For the gap between HOMO and LUMO, the calculation gives 9.0 eV. The charge is +1.

CARTESIAN COORDINATES (ANGSTROEM)
C: -1.90 0.59 -0.02
C: 1.35 -0.13 -0.19
N: -1.53 -0.56 0.32
N: -0.91 1.48 -0.33
N: 2.63 -0.40 -0.10
S: 0.66 1.36 0.23
H: -2.84 1.25 -0.12
H: 0.62 -0.82 -0.60
H: -2.31 -1.22 0.45
H: -1.24 2.35 -0.60
H: 3.13 -1.08 -0.54
H: 3.31 0.35 0.06

***

No. 4
The following is a DFT calculation (ωB97M-V/def2-TZVPD) of the molecule C5H13NO2 in a non-equilibrium geometry.

For the lowest unoccupied orbital energy, the calculation gives 0.745 eV. For the gap between HOMO and LUMO, the calculation gives 9.9 eV. The SMILES is C[C@@H](O)CCNCO.

CARTESIAN COORDINATES (ANGSTROEM)
C: 0.42 -1.08 -0.17
N: 0.64 -1.09 -1.64
C: -0.45 -0.38 -2.42
O: -0.11 -0.85 -3.74
C: -0.22 0.22 0.21
C: -0.45 0.53 1.85
C: 0.92 1.00 2.48
O: -1.32 1.58 2.09
H: -0.18 -1.98 0.09
H: 1.46 -1.02 0.19
H: 1.48 -0.70 -1.95
H: -1.44 -0.79 -2.26
H: -0.42 0.71 -2.54
H: 0.17 -1.82 -3.51
H: -1.25 0.13 -0.07
H: 0.19 1.10 -0.28
H: -0.86 -0.45 2.16
H: 1.04 1.97 2.00
H: 1.65 0.23 2.24
H: 0.84 1.06 3.66
H: -2.11 1.61 1.61

***

No. 5
The following is a DFT calculation (ωB97M-V/def2-TZVPD) of the molecule C4H6N2O3 in a non-equilibrium geometry.

For the lowest unoccupied orbital energy (spin up / spin down), the calculation gives 0.205 / 0.207 eV. For the gap between HOMO and LUMO (spin up / spin down), the calculation gives 8.8 / 8.8 eV.

CARTESIAN COORDINATES (ANGSTROEM)
C: -1.28 0.88 0.53
C: 0.98 -0.93 -1.69
C: -0.95 0.07 -0.67
C: -0.44 0.33 1.69
O: 0.43 0.16 -0.90
N: 1.20 1.18 0.75
N: 0.98 0.12 1.47
O: -1.66 -0.60 -1.36
O: -0.95 -0.09 2.70
H: 1.75 -0.28 2.02
H: -0.99 1.91 0.31
H: -2.35 0.87 0.74
H: 0.41 -1.84 -1.53
H: 1.99 -1.11 -1.31
H: 0.89 -0.69 -2.75

***

No. 6
The following is a DFT calculation (ωB97M-V/def2-TZVPD) of a cluster of 12 separate species, C48H72O36 in total in a non-equilibrium geometry.

As for the expectation value of S²: 0.7570. For the lowest unoccupied orbital energy (spin up / spin down), the calculation gives -4.042 / -9.694 eV. The spin multiplicity is 2. For the gap between HOMO and LUMO (spin up / spin down), the calculation gives 8.0 / 2.3 eV. The charge is +1.

CARTESIAN COORDINATES (ANGSTROEM)
C: 5.08 1.46 -1.66
C: 4.12 0.57 -0.81
C: 4.82 -0.55 -0.12
O: 4.57 -0.07 1.27
C: 3.85 1.09 1.41
O: 3.70 1.83 2.41
O: 3.45 1.31 0.19
H: 4.33 1.74 -2.39
H: 5.93 0.89 -2.03
H: 5.33 2.29 -0.99
H: 3.31 0.08 -1.36
H: 5.86 -0.41 -0.41
H: 4.40 -1.52 -0.39
C: 2.61 5.26 -1.88
C: 1.53 5.50 -0.69
C: 0.73 6.67 -0.89
O: -0.63 6.26 -0.76
C: -0.63 4.94 -0.80
O: -1.69 4.21 -0.73
O: 0.59 4.45 -0.68
H: 2.35 5.88 -2.74
H: 2.67 4.20 -2.15
H: 3.54 5.62 -1.44
H: 2.10 5.41 0.23
H: 0.83 7.05 -1.90
H: 1.13 7.48 -0.28
C: -4.00 -0.38 1.89
C: -4.67 -0.33 3.28
C: -4.37 -1.66 4.00
O: -3.99 -1.34 5.28
C: -3.69 -0.01 5.35
O: -3.25 0.61 6.33
O: -4.17 0.54 4.25
H: -2.99 -0.79 1.84
H: -3.87 0.62 1.48
H: -4.59 -1.06 1.27
H: -5.72 -0.13 3.07
H: -3.54 -2.26 3.63
H: -5.32 -2.19 4.06
C: 1.42 1.80 -3.85
C: 1.53 2.81 -5.16
C: 0.36 2.79 -6.16
O: -0.26 4.06 -5.92
C: 0.44 4.79 -5.10
O: 0.34 6.08 -4.96
O: 1.52 4.11 -4.66
H: 2.41 1.77 -3.39
H: 1.06 0.83 -4.21
H: 0.59 2.20 -3.27
H: 2.46 2.53 -5.65
H: -0.20 1.98 -5.70
H: 0.74 2.47 -7.13
C: -1.20 1.25 -0.78
C: 0.09 0.87 -0.09
C: -0.01 -0.14 1.04
O: 0.86 -1.19 0.93
C: 1.14 -1.22 -0.37
O: 1.71 -2.15 -0.99
O: 0.79 0.03 -0.90
H: -1.57 0.40 -1.35
H: -0.96 1.90 -1.62
H: -1.97 1.57 -0.07
H: 0.73 1.75 -0.03
H: -1.02 -0.51 1.20
H: 0.25 0.34 1.98
C: -0.42 -4.76 -0.78
C: -1.30 -5.87 -0.30
C: -1.27 -7.18 -1.04
O: -1.29 -8.06 0.11
C: -0.96 -7.49 1.22
O: -0.71 -8.03 2.35
O: -0.95 -6.14 1.07
H: -0.87 -3.90 -0.27
H: -0.54 -4.54 -1.84
H: 0.64 -4.90 -0.56
H: -2.29 -5.41 -0.30
H: -0.38 -7.30 -1.66
H: -2.11 -7.31 -1.72
C: 0.44 -5.80 4.26
C: -0.74 -4.98 4.65
C: -0.54 -4.16 5.84
O: -0.36 -2.83 5.56
C: -0.66 -2.68 4.30
O: -0.57 -1.57 3.73
O: -1.11 -3.88 3.72
H: 0.46 -5.92 3.18
H: 0.47 -6.73 4.84
H: 1.45 -5.47 4.50
H: -1.62 -5.60 4.78
H: 0.30 -4.62 6.36
H: -1.32 -4.06 6.60
C: -3.02 -1.86 -2.76
C: -4.17 -2.55 -3.39
C: -4.82 -1.84 -4.54
O: -4.99 -2.75 -5.52
C: -4.25 -3.85 -5.30
O: -3.98 -4.69 -6.12
O: -3.66 -3.76 -4.09
H: -3.10 -1.68 -1.69
H: -3.02 -0.82 -3.10
H: -2.10 -2.35 -3.07
H: -4.86 -3.00 -2.67
H: -4.51 -0.88 -4.95
H: -5.69 -1.65 -3.92
C: 2.68 -3.56 -3.70
C: 3.65 -4.62 -3.17
C: 4.91 -3.99 -2.49
O: 4.83 -4.34 -1.14
C: 3.89 -5.18 -0.88
O: 3.78 -5.75 0.18
O: 3.19 -5.31 -2.01
H: 1.66 -3.94 -3.68
H: 2.75 -3.25 -4.74
H: 2.80 -2.62 -3.16
H: 3.95 -5.45 -3.81
H: 4.86 -2.91 -2.60
H: 5.89 -4.33 -2.82
C: -2.91 3.19 -4.03
C: -3.81 4.18 -4.71
C: -3.65 5.60 -4.59
O: -3.62 6.17 -5.79
C: -3.49 5.32 -6.74
O: -3.32 5.51 -7.94
O: -3.62 4.05 -6.15
H: -3.00 3.19 -2.95
H: -1.85 3.40 -4.11
H: -3.02 2.19 -4.46
H: -4.84 4.03 -4.38
H: -2.75 5.84 -4.01
H: -4.53 6.07 -4.16
C: 0.57 3.65 5.01
C: 0.07 4.18 3.55
C: -1.37 3.85 3.06
O: -1.82 4.97 2.44
C: -1.09 6.00 2.90
O: -1.34 7.22 2.60
O: -0.09 5.58 3.73
H: 0.21 3.91 6.01
H: 1.63 3.93 5.05
H: 0.47 2.57 4.95
H: 0.87 4.03 2.82
H: -2.05 3.52 3.85
H: -1.51 3.19 2.21
C: 2.74 -0.90 4.82
C: 2.40 -0.57 6.34
C: 3.57 -0.81 7.33
O: 3.99 0.49 7.65
C: 3.14 1.42 7.18
O: 3.26 2.60 7.46
O: 2.16 0.83 6.43
H: 1.80 -0.60 4.36
H: 2.88 -1.97 4.69
H: 3.57 -0.31 4.43
H: 1.46 -0.98 6.71
H: 4.38 -1.40 6.92
H: 3.09 -1.40 8.12

***

ΔE to the lowest compared entry with this formula, charge and spin list, top to bottom, in kcal/mol: 180.1; 48.7; 38.6; 69.0; 126.1; 161.7
Total energy list, top to bottom, in hartree: -616.2558; -264.5097; -641.9543; -403.4666; -491.1000; -4580.3163